--- i ---
C4H3N | wB97M-V/def2-TZVPD

Last column: natural (NBO) charge in e.
Cartesian coordinates (Å):
C: 0.41 -0.77 1.84  -0.188
C: 0.08 -0.21 0.82  -0.023
C: -0.39 0.50 -0.37  -0.573
C: 0.21 0.05 -1.64  0.289
N: 0.67 -0.22 -2.66  -0.300
H: 0.69 -1.29 2.73  0.243
H: -0.18 1.56 -0.27  0.276
H: -1.48 0.38 -0.46  0.276

Output
* orbital gap: 11.515 eV
* E_HOMO: -10.82 eV
* structure (SMILES): C#CCC#N
* net charge: 0

--- ii ---
C4H3N | wB97M-V/def2-TZVPD

Last column: natural (NBO) charge in e.
Cartesian coordinates (Å):
C: 2.27 -0.47 0.04  -0.206
C: 1.17 0.04 -0.04  -0.013
C: -0.05 0.83 0.01  -0.573
C: -1.31 0.03 -0.06  0.287
N: -2.24 -0.64 0.02  -0.298
H: 3.21 -1.01 -0.08  0.251
H: 0.01 1.58 -0.76  0.274
H: -0.07 1.34 0.99  0.278

Output
* orbital gap: 11.412 eV
* E_HOMO: -10.73 eV
* structure (SMILES): C#CCC#N
* net charge: 0

Top of the stability list: i, leading by 10.5 kJ/mol.

--- i ---
C4H3N | wB97M-V/def2-TZVPD

Last column: natural (NBO) charge in e.
Cartesian coordinates (Å):
C: -2.07 0.31 0.01  -0.138
C: 0.39 -0.61 0.04  -0.230
C: -0.90 0.01 0.05  -0.243
C: 0.22 1.25 0.07  0.318
N: 1.23 0.52 -0.12  -0.583
H: -3.02 0.54 -0.42  0.230
H: 0.53 -1.38 0.86  0.199
H: 2.26 0.63 -0.09  0.448

Output
* orbital gap (alpha / beta): 7.132 / 7.131 eV
* E_HOMO (alpha / beta): -7.12 / -7.12 eV
* net charge: 0

--- ii ---
C4H3N | wB97M-V/def2-TZVPD

Last column: natural (NBO) charge in e.
Cartesian coordinates (Å):
C: 2.06 0.57 -0.17  -0.186
C: 0.98 0.06 -0.34  -0.063
C: -0.28 -0.55 -0.56  -0.428
C: -1.50 0.15 -0.38  0.003
N: -2.52 0.74 -0.19  -0.289
H: 3.02 1.02 -0.02  0.241
H: -1.45 -0.38 0.68  0.457
H: -0.33 -1.59 -0.88  0.266

Output
* orbital gap (alpha / beta): 7.907 / 7.907 eV
* E_HOMO (alpha / beta): -8.45 / -8.45 eV
* net charge: 0

Top of the stability list: ii, leading by 231.3 kJ/mol.

--- i ---
C20H24N2O5S | wB97M-V/def2-TZVPD

Last column: natural (NBO) charge in e.
Cartesian coordinates (Å):
C: 2.81 1.56 -2.15  -0.431
N: 3.99 0.82 -1.75  -0.856
S: 4.09 0.53 -0.10  2.305
O: 5.45 0.14 0.16  -0.932
O: 3.53 1.63 0.64  -0.943
C: 3.01 -0.89 0.02  -0.363
C: 3.49 -2.12 -0.37  -0.141
C: 2.64 -3.22 -0.35  -0.220
C: 1.32 -3.07 0.05  -0.132
C: 0.85 -1.82 0.45  -0.180
C: -0.55 -1.59 0.87  0.791
O: -0.95 -0.53 1.31  -0.610
O: -1.33 -2.65 0.70  -0.489
C: -2.70 -2.51 1.05  -0.163
C: -3.51 -1.90 -0.11  0.647
O: -4.26 -2.57 -0.79  -0.621
N: -3.30 -0.58 -0.30  -0.638
C: -3.98 0.13 -1.38  -0.056
C: -5.32 0.67 -0.89  -0.617
C: -3.06 1.19 -2.00  -0.393
C: -2.90 2.50 -1.22  -0.420
C: -1.99 2.42 -0.03  -0.038
C: -2.50 2.31 1.26  -0.188
C: -1.65 2.28 2.36  -0.205
C: -0.28 2.36 2.17  -0.210
C: 0.24 2.47 0.89  -0.209
C: -0.61 2.48 -0.20  -0.229
C: 1.71 -0.72 0.44  -0.092
H: 2.82 1.70 -3.23  0.215
H: 1.94 0.97 -1.87  0.206
H: 2.75 2.54 -1.65  0.201
H: 4.85 1.22 -2.08  0.403
H: 4.52 -2.20 -0.68  0.242
H: 3.00 -4.19 -0.65  0.226
H: 0.65 -3.91 0.06  0.236
H: -2.79 -1.89 1.94  0.209
H: -3.07 -3.52 1.23  0.221
H: -2.70 -0.06 0.32  0.441
H: -4.18 -0.63 -2.14  0.228
H: -5.20 1.29 0.00  0.199
H: -5.80 1.25 -1.67  0.209
H: -5.97 -0.17 -0.64  0.228
H: -3.48 1.43 -2.98  0.213
H: -2.08 0.75 -2.16  0.209
H: -2.48 3.24 -1.91  0.216
H: -3.88 2.87 -0.92  0.212
H: -3.57 2.27 1.42  0.200
H: -2.06 2.20 3.35  0.211
H: 0.38 2.34 3.02  0.216
H: 1.31 2.54 0.75  0.233
H: -0.21 2.57 -1.20  0.203
H: 1.36 0.25 0.76  0.256

Output
* orbital gap: 8.963 eV
* E_HOMO: -9.08 eV
* structure (SMILES): CNS(=O)(=O)c1cccc(C(=O)OCC(=O)N[C@@H](C)CCc2ccccc2)c1
* net charge: 0

--- ii ---
C20H24N2O5S | wB97M-V/def2-TZVPD

Last column: natural (NBO) charge in e.
Cartesian coordinates (Å):
C: 0.25 2.36 -1.60  -0.608
C: -0.28 2.15 -0.18  -0.239
C: 0.74 2.61 0.85  -0.603
C: -1.59 2.92 0.03  -0.230
N: -2.74 2.38 -0.65  -0.859
S: -3.77 1.37 0.16  2.322
O: -4.92 1.20 -0.68  -0.937
O: -3.92 1.89 1.48  -0.941
C: -2.94 -0.22 0.27  -0.358
C: -2.10 -0.47 1.33  -0.135
C: -1.45 -1.70 1.41  -0.227
C: -1.67 -2.67 0.44  -0.001
C: -0.95 -3.99 0.50  -0.415
C: 0.02 -4.12 -0.69  -0.490
C: 0.78 -2.82 -0.91  0.692
O: 0.60 -2.12 -1.87  -0.603
N: 1.66 -2.55 0.11  -0.605
C: 2.49 -1.44 0.26  0.154
C: 3.18 -1.31 1.47  -0.251
C: 4.04 -0.25 1.71  -0.243
C: 4.19 0.68 0.71  0.205
C: 3.51 0.55 -0.50  0.315
C: 2.66 -0.50 -0.76  -0.325
O: 3.84 1.59 -1.32  -0.491
C: 4.74 2.39 -0.59  0.236
O: 4.96 1.81 0.68  -0.479
C: -2.54 -2.40 -0.61  -0.207
C: -3.17 -1.17 -0.70  -0.168
H: -0.44 1.96 -2.34  0.200
H: 0.39 3.42 -1.79  0.199
H: 1.21 1.86 -1.73  0.220
H: -0.47 1.08 -0.04  0.208
H: 0.96 3.67 0.73  0.201
H: 0.37 2.45 1.86  0.208
H: 1.67 2.05 0.74  0.211
H: -1.87 2.93 1.08  0.228
H: -1.46 3.96 -0.29  0.196
H: -2.62 2.14 -1.62  0.402
H: -1.96 0.28 2.09  0.231
H: -0.78 -1.90 2.23  0.212
H: -0.41 -4.07 1.45  0.202
H: -1.67 -4.81 0.46  0.230
H: -0.53 -4.33 -1.60  0.235
H: 0.72 -4.95 -0.51  0.224
H: 1.69 -3.21 0.87  0.395
H: 3.04 -2.05 2.24  0.206
H: 4.56 -0.15 2.65  0.232
H: 2.13 -0.59 -1.69  0.274
H: 5.69 2.47 -1.13  0.160
H: 4.31 3.40 -0.46  0.159
H: -2.72 -3.15 -1.36  0.217
H: -3.85 -0.94 -1.50  0.242

Output
* orbital gap: 8.439 eV
* E_HOMO: -8.05 eV
* structure (SMILES): CC(C)CNS(=O)(=O)c1ccc(CCC(=O)Nc2ccc3c(c2)OCO3)cc1
* net charge: 0

Top of the stability list: i, leading by 73.5 kJ/mol.

--- i ---
C6H7ClO2 | wB97M-V/def2-TZVPD

Last column: natural (NBO) charge in e.
Cartesian coordinates (Å):
O: 1.56 1.88 0.62  -0.713
C: 1.05 0.77 -0.03  0.460
O: 1.05 1.03 -1.45  -0.717
C: -0.40 0.62 0.44  -0.469
C: -1.02 -0.70 0.03  -0.153
C: -0.29 -1.81 -0.13  -0.229
C: 1.21 -1.74 -0.16  -0.247
C: 1.78 -0.58 0.03  0.018
Cl: 3.61 -0.50 0.07  -0.060
H: 2.47 2.07 0.39  0.494
H: 0.76 1.96 -1.42  0.465
H: -0.94 1.49 0.19  0.234
H: -0.19 0.45 1.57  0.243
H: -2.07 -0.86 -0.14  0.216
H: -0.81 -2.74 -0.39  0.217
H: 1.59 -2.73 -0.44  0.241

Output
* orbital gap: 9.454 eV
* E_HOMO: -8.84 eV
* structure (SMILES): OC1(O)CC=CC=C1Cl
* net charge: 0

--- ii ---
C6H7ClO2 | wB97M-V/def2-TZVPD

Last column: natural (NBO) charge in e.
Cartesian coordinates (Å):
C: -0.79 1.69 0.75  -0.011
C: -1.70 2.41 1.03  -0.223
C: 0.32 1.02 0.33  -0.029
C: 1.25 -1.11 0.76  0.796
C: 1.14 -2.64 0.65  -0.726
C: -1.43 1.15 -2.36  -0.570
O: 2.27 -0.64 1.24  -0.596
O: 0.21 -0.39 0.30  -0.500
Cl: 0.11 1.31 -1.82  0.303
H: -2.29 3.15 1.53  0.239
H: 1.25 1.36 0.48  0.222
H: 0.23 -3.13 0.07  0.231
H: 1.30 -3.05 1.63  0.246
H: 1.96 -3.07 0.08  0.245
H: -2.14 1.80 -2.09  0.188
H: -1.69 0.15 -2.57  0.186

Output
* orbital gap (alpha / beta): 7.319 / 7.948 eV
* E_HOMO (alpha / beta): -7.48 / -8.11 eV
* net charge: 0

Top of the stability list: i, leading by 479.1 kJ/mol.